2 unconnected molecules or ions with the total composition C4H11N3O2 at a distorted geometry. Source: OMol25; level of theory: ωB97M-V/def2-TZVPD.

Last column: Löwdin charge in e.
Geometry (Å):
C: 2.4463 0.3780 1.5882  -0.152
C: 1.3056 -1.3882 0.4630  -0.428
N: 1.6705 -0.1425 0.4288  -0.001
N: 1.4718 -2.5458 1.4626  0.056
N: 0.3759 -1.6912 -0.5986  0.049
H: -4.0819 0.6930 -2.1171  0.182
H: 2.1614 1.3979 1.7925  0.053
H: 3.5405 0.1752 1.5118  0.078
H: 2.5009 -2.7967 1.7885  0.127
H: 0.9635 -2.3615 2.2730  0.018
H: 0.0365 -2.6873 -0.7100  0.098
H: 0.5358 -1.3339 -1.5303  0.069
H: 2.2012 -0.0570 2.5808  0.058
C: -1.6349 1.4299 -1.0998  -0.039
C: -2.8186 2.1440 -1.4370  -0.601
O: -3.6855 1.6441 -2.3979  0.003
O: -3.1630 3.2714 -1.0778  0.075
H: -1.3776 1.6444 -0.0018  0.115
H: -0.6350 1.8741 -1.6667  0.169
H: -1.8135 0.3521 -1.2524  0.070

Calculated values
Total energy   -12889.6437 eV
SMILES   CN=C(N)N.CC(=O)O
Molar mass   133.15 g/mol
Charge   0
ΔE to the lowest compared entry with this formula, charge and spin   3.186 eV

---

2 unconnected molecules or ions with the total composition C4H11N3O2 at a distorted geometry. Source: OMol25; level of theory: ωB97M-V/def2-TZVPD.

Last column: Löwdin spin population.
Geometry (Å):
C: 1.8873 -0.7319 3.2447  0.000
C: 1.0333 -0.3199 2.0598  0.000
O: 1.4827 0.7725 1.3981  0.002
O: -0.0727 -0.7603 1.8211  0.000
H: 1.3601 -0.3091 4.0470  0.000
H: 2.8118 -0.1382 3.3515  0.000
H: 1.9792 -1.8013 3.3813  0.000
C: 0.4479 1.3931 -2.3586  0.076
C: -1.3911 -0.0722 -1.3157  0.060
N: -0.5415 1.0231 -1.3410  0.562
N: -1.4708 -1.0687 -2.2444  0.035
N: -2.3194 -0.1229 -0.2679  0.199
H: 1.0024 1.1205 0.5366  0.000
H: 1.1848 0.5996 -2.5690  0.031
H: 1.1014 2.3192 -1.9622  -0.001
H: -1.9292 -0.8183 -3.1750  0.001
H: -1.7076 -2.0834 -1.9846  -0.001
H: -2.2903 0.5459 0.4728  0.003
H: -2.4754 -1.0921 0.1802  0.007
H: -0.0929 1.5442 -3.2749  0.025

Calculated values
Total energy   -12882.4340 eV
Molar mass   133.15 g/mol
Multiplicity   2
Charge   +1
ΔE to the lowest compared entry with this formula, charge and spin   2.659 eV

---

2 unconnected molecules or ions with the total composition C4H11N3O2 at a distorted geometry. Source: OMol25; level of theory: ωB97M-V/def2-TZVPD.

Last column: Löwdin spin population.
Geometry (Å):
C: 2.6413 0.6092 2.8586  0.018
C: 0.8322 0.7770 1.2684  0.041
N: 1.6666 1.1045 0.3424  0.626
N: 1.2269 0.3865 2.4699  0.065
N: -0.5355 0.6504 0.9797  0.207
H: -0.7661 -0.6064 -4.5006  0.000
H: 1.4350 1.0597 -0.6549  0.022
H: 0.6541 0.5353 3.2997  0.004
H: -1.0115 1.5161 0.7777  0.003
H: -0.8245 -0.1257 0.3847  0.004
H: 2.6943 0.7119 3.9361  0.000
H: 3.0444 1.4323 2.2610  0.009
H: 3.2160 -0.2998 2.6839  0.002
C: -2.5948 -1.1908 -1.9683  0.000
C: -1.3036 -0.9789 -2.6713  0.000
O: -1.5647 -0.8608 -4.0225  0.000
O: -0.1634 -0.9942 -2.3065  -0.001
H: -2.4194 -1.9451 -1.1934  0.000
H: -3.3795 -1.3707 -2.6910  0.000
H: -2.8475 -0.4106 -1.2536  0.000

Calculated values
Total energy   -12883.0541 eV
Molar mass   133.15 g/mol
Multiplicity   2
Charge   +1
ΔE to the lowest compared entry with this formula, charge and spin   2.039 eV

---

2 unconnected molecules or ions with the total composition C4H11N3OS at a distorted geometry. Source: OMol25; level of theory: ωB97M-V/def2-TZVPD.

Last column: Löwdin charge in e.
Geometry (Å):
C: 1.5757 1.4944 0.2717  -0.077
C: 2.0945 0.8897 -1.0037  -0.054
C: 0.9936 0.2076 -0.2412  -0.588
C: 1.2457 -1.0919 0.4871  -0.013
N: -2.4725 1.2755 -0.9124  -0.228
N: -1.3854 1.1318 1.4146  -0.225
N: -2.4931 -2.6406 0.0228  0.073
O: -0.2570 0.2680 -0.8572  -0.276
S: -1.6209 0.4531 0.0568  0.776
H: 2.2023 1.4571 1.1496  0.107
H: 0.9707 2.3843 0.1930  0.106
H: 1.8274 1.3637 -1.9363  0.111
H: 3.0660 0.4226 -0.9987  0.104
H: 0.5656 -1.1924 1.3350  0.072
H: 2.2698 -1.1281 0.8522  0.088
H: 1.0734 -1.9331 -0.1840  0.086
H: -3.4356 1.3934 -0.6530  0.002
H: -0.9006 0.6200 2.1331  0.001
H: -3.4168 -2.4633 -0.3685  -0.033
H: -1.9028 -2.9115 -0.7609  -0.034

Calculated values
Total energy   -21673.2016 eV
Molar mass   149.22 g/mol
Charge   0
ΔE to the lowest compared entry with this formula, charge and spin   5.273 eV

---

2 unconnected molecules or ions with the total composition C4H11N4 at a distorted geometry. Source: OMol25; level of theory: ωB97M-V/def2-TZVPD.

Last column: Löwdin charge in e.
Geometry (Å):
C: -0.1892 1.0879 1.6960  0.002
C: -0.0088 -0.1127 2.3288  -0.019
C: -0.7211 0.8671 0.4221  -0.343
C: -1.1091 -1.4020 -0.8077  0.027
N: -0.9121 -0.4278 0.2937  -0.077
N: -0.8705 1.7930 -0.5607  0.198
N: 1.6958 -0.0506 -0.6577  0.053
N: -0.5920 -1.0129 1.5238  0.083
H: 0.1834 1.9635 2.0473  0.091
H: 0.4052 -0.3363 3.3227  0.157
H: -1.5854 -2.3564 -0.3355  0.136
H: -1.7272 -0.9828 -1.7103  0.137
H: -0.1399 -1.5880 -1.1621  0.039
H: -1.4629 1.6948 -1.3792  0.128
H: -0.7733 2.6989 -0.1603  0.109
H: 2.1066 -0.9512 -0.6630  0.018
H: 2.2369 0.4869 -0.0057  0.034
H: 1.9885 0.3149 -1.5795  0.062
H: -0.2581 -1.9599 1.5256  0.165

Calculated values
Total energy   -10279.6642 eV
Molar mass   115.16 g/mol
Charge   +1
ΔE to the lowest compared entry with this formula, charge and spin   1.525 eV

---

A molecular structure, C4H11N4 at a distorted geometry. Source: OMol25; level of theory: ωB97M-V/def2-TZVPD.

Last column: Löwdin charge in e.
Geometry (Å):
C: -0.5967 -1.8517 2.5851  0.066
C: -0.5199 1.6372 -0.7820  -0.070
C: -2.0103 1.4251 -0.9474  -0.018
C: 2.2679 -0.5111 -0.7145  -0.066
N: -0.8366 -1.8705 1.3485  -0.074
N: -0.6885 -1.6559 0.2367  0.218
N: 0.2078 0.6757 -0.3156  -0.037
N: 1.5725 0.6995 -0.3115  -0.108
H: -0.1662 -0.6125 -0.1791  0.084
H: -1.3648 -1.2352 3.2521  0.154
H: 0.1203 2.4867 -1.0378  0.139
H: -2.1721 1.5727 -2.0064  0.093
H: -2.6727 2.1038 -0.4554  0.082
H: -2.2120 0.4481 -0.6228  0.047
H: 2.2076 -1.2300 0.1218  0.083
H: 1.7750 -0.8612 -1.6791  0.109
H: 3.2612 -0.0870 -0.9202  0.102
H: -0.0698 -2.6746 3.0808  0.106
H: 1.8974 1.5408 -0.6531  0.090

Calculated values
Total energy   -10275.4072 eV
Molar mass   115.16 g/mol
Charge   +1
ΔE to the lowest compared entry with this formula, charge and spin   5.782 eV

---

2 unconnected molecules or ions with the total composition C4H11N4 at a distorted geometry. Source: OMol25; level of theory: ωB97M-V/def2-TZVPD.

Last column: Löwdin charge in e.
Geometry (Å):
C: 0.1300 0.0502 -0.4898  -0.145
C: 0.9668 1.4090 -2.3251  -0.044
C: 1.2892 1.9637 0.0827  -0.055
C: 0.3724 1.4075 -0.9408  -0.418
N: -1.1213 -2.9711 1.2331  0.164
N: -1.7874 -2.3595 2.1899  -0.077
N: -1.9847 -1.1399 2.3537  0.213
N: 0.1192 -1.0428 -0.1686  0.189
H: 1.6323 0.5725 -2.3260  0.087
H: 1.4678 2.3222 -2.6086  0.094
H: 0.2537 1.1433 -3.1046  0.096
H: 2.0283 2.5779 -0.5051  0.112
H: 1.7987 1.1164 0.5289  0.088
H: 0.8596 2.5907 0.8501  0.091
H: -0.6577 1.8826 -0.9228  0.172
H: -1.0423 -3.9039 1.0833  0.095
H: -1.6339 -0.4662 1.6482  0.098
H: -0.6603 -2.2886 0.4561  0.087
H: -2.0305 -2.8641 2.9653  0.155

Calculated values
Total energy   -10276.8719 eV
Molar mass   115.16 g/mol
Charge   +1
ΔE to the lowest compared entry with this formula, charge and spin   4.318 eV

---

A gas-phase ion, C4H11N4 (charge +1) at a distorted geometry. Source: OMol25; level of theory: ωB97M-V/def2-TZVPD.

Last column: Löwdin spin population.
Geometry (Å):
C: 0.5852 1.4829 0.0975  0.721
C: 1.0500 0.2914 -0.2833  0.616
C: -0.8661 1.4026 0.4249  0.112
C: 0.3882 -1.8976 0.5711  0.047
N: 0.0858 -0.7422 -0.3527  0.139
N: 2.4327 -0.0016 -0.3737  0.199
N: -2.2644 -0.2540 -0.7074  0.003
N: -1.1545 -0.0800 0.0949  0.023
H: 0.9689 2.5010 0.1078  0.037
H: -1.0009 1.7922 1.3669  0.025
H: -1.2981 2.1719 -0.3050  0.033
H: -0.4830 -2.4918 0.3803  0.001
H: 1.3900 -2.1755 0.1321  0.003
H: 0.4249 -1.5999 1.7140  0.002
H: 3.0984 0.6166 0.0428  0.009
H: 2.6718 -0.2595 -1.3158  0.022
H: -2.0325 -0.9671 -1.4096  0.002
H: -2.5137 0.5765 -1.2398  0.001
H: -1.4827 -0.3661 1.0551  0.006

Calculated values
Total energy   -10272.5344 eV
Molar mass   115.16 g/mol
Multiplicity   3
Charge   +1
ΔE to the lowest compared entry with this formula, charge and spin   3.110 eV

---

C4H11N5 in the gas phase at a distorted geometry. Source: OMol25; level of theory: ωB97M-V/def2-TZVPD.

Last column: Löwdin charge in e.
Geometry (Å):
C: 1.3801 -0.8417 1.8980  -0.160
C: 0.0194 -1.0296 -0.0103  -0.648
C: -0.6343 0.9951 1.0460  -0.041
C: -0.1454 1.0471 -1.2296  -0.480
H: 2.0424 -0.1204 1.3331  0.060
H: 2.2550 -1.4475 2.4941  0.102
H: 0.4804 -0.3710 2.5600  0.085
H: -0.3760 -2.7688 -1.1318  0.113
H: -0.5558 -1.0240 -1.8412  0.058
H: -1.3075 0.4953 1.8537  0.121
H: -1.3854 1.5640 0.3203  0.130
H: -0.0119 1.5343 1.7213  0.057
H: -1.2347 1.0942 -3.0779  0.145
H: -1.5421 -0.4473 -1.6169  0.192
H: 1.3983 2.1431 -0.4843  0.142
N: 0.6321 -1.7468 0.9095  0.015
N: -0.5928 -1.7788 -0.9918  0.088
N: -0.0788 0.1844 -0.1004  -0.099
N: -0.9274 0.3790 -2.3126  0.027
N: 0.5845 2.1394 -1.3392  0.093

Calculated values
Total energy   -11770.6722 eV
SMILES   [H]/N=C(/N)N(C)/C(N)=N\C
Molar mass   129.17 g/mol
Charge   0
ΔE to the lowest compared entry with this formula, charge and spin   5.878 eV

---

A gas-phase ion, C4H11N6 (charge +1) at a distorted geometry. Source: OMol25; level of theory: ωB97M-V/def2-TZVPD.

Last column: Löwdin charge in e.
Geometry (Å):
C: 1.7872 0.4969 0.0891  -0.419
C: -0.5351 1.0027 0.1849  -0.408
C: 0.5095 -1.5225 -0.3016  -0.272
C: -2.2386 -0.5433 -0.2046  -0.047
N: 1.5934 -0.7197 -0.3916  0.124
N: 0.7997 1.3195 0.4782  0.180
N: -0.8710 -0.2102 0.2677  0.030
N: 3.0027 1.0272 0.0673  0.201
N: -1.3876 2.0222 -0.0989  0.186
N: 0.3718 -2.6225 0.5227  0.106
H: 0.2504 -1.8712 -1.4212  0.181
H: -2.9468 0.1298 0.0713  0.028
H: -2.5718 -1.5603 0.1334  0.109
H: -2.2200 -0.5524 -1.3194  0.116
H: 1.0861 2.2545 0.6520  0.151
H: 3.7404 0.5354 -0.3327  0.107
H: 3.1791 1.9114 0.5237  0.129
H: -1.2884 2.9457 -0.5649  0.154
H: -2.3558 1.7299 -0.0037  0.094
H: -0.1467 -3.3905 0.1043  0.105
H: 0.2415 -2.3828 1.5441  0.145

Calculated values
Total energy   -13260.1930 eV
SMILES   C/N=C(\N)N/C(N)=N\C=[NH2+]
Molar mass   143.17 g/mol
Charge   +1
ΔE to the lowest compared entry with this formula, charge and spin   0.286 eV

---

Question: Look up the total energy of the eighth one.
Answer: -10272.5344 eV

---

Copy entry 4 word for word.
2 unconnected molecules or ions with the total composition C4H11N3OS at a distorted geometry. Source: OMol25; level of theory: ωB97M-V/def2-TZVPD.

Last column: Löwdin charge in e.
Geometry (Å):
C: 1.5757 1.4944 0.2717  -0.077
C: 2.0945 0.8897 -1.0037  -0.054
C: 0.9936 0.2076 -0.2412  -0.588
C: 1.2457 -1.0919 0.4871  -0.013
N: -2.4725 1.2755 -0.9124  -0.228
N: -1.3854 1.1318 1.4146  -0.225
N: -2.4931 -2.6406 0.0228  0.073
O: -0.2570 0.2680 -0.8572  -0.276
S: -1.6209 0.4531 0.0568  0.776
H: 2.2023 1.4571 1.1496  0.107
H: 0.9707 2.3843 0.1930  0.106
H: 1.8274 1.3637 -1.9363  0.111
H: 3.0660 0.4226 -0.9987  0.104
H: 0.5656 -1.1924 1.3350  0.072
H: 2.2698 -1.1281 0.8522  0.088
H: 1.0734 -1.9331 -0.1840  0.086
H: -3.4356 1.3934 -0.6530  0.002
H: -0.9006 0.6200 2.1331  0.001
H: -3.4168 -2.4633 -0.3685  -0.033
H: -1.9028 -2.9115 -0.7609  -0.034

Calculated values
Total energy   -21673.2016 eV
Molar mass   149.22 g/mol
Charge   0
ΔE to the lowest compared entry with this formula, charge and spin   5.273 eV

---

What did the first record say?
2 unconnected molecules or ions with the total composition C4H11N3O2 at a distorted geometry. Source: OMol25; level of theory: ωB97M-V/def2-TZVPD.

Last column: Löwdin charge in e.
Geometry (Å):
C: 2.4463 0.3780 1.5882  -0.152
C: 1.3056 -1.3882 0.4630  -0.428
N: 1.6705 -0.1425 0.4288  -0.001
N: 1.4718 -2.5458 1.4626  0.056
N: 0.3759 -1.6912 -0.5986  0.049
H: -4.0819 0.6930 -2.1171  0.182
H: 2.1614 1.3979 1.7925  0.053
H: 3.5405 0.1752 1.5118  0.078
H: 2.5009 -2.7967 1.7885  0.127
H: 0.9635 -2.3615 2.2730  0.018
H: 0.0365 -2.6873 -0.7100  0.098
H: 0.5358 -1.3339 -1.5303  0.069
H: 2.2012 -0.0570 2.5808  0.058
C: -1.6349 1.4299 -1.0998  -0.039
C: -2.8186 2.1440 -1.4370  -0.601
O: -3.6855 1.6441 -2.3979  0.003
O: -3.1630 3.2714 -1.0778  0.075
H: -1.3776 1.6444 -0.0018  0.115
H: -0.6350 1.8741 -1.6667  0.169
H: -1.8135 0.3521 -1.2524  0.070

Calculated values
Total energy   -12889.6437 eV
SMILES   CN=C(N)N.CC(=O)O
Molar mass   133.15 g/mol
Charge   0
ΔE to the lowest compared entry with this formula, charge and spin   3.186 eV